{
  "formula": "C4H2O2",
  "method": "the ωB97M-V functional and the def2-TZVPD basis",
  "de_lowest_kj_mol": 245.3,
  "total_energy_ha": -303.91638,
  "gap_ha": 0.3306,
  "molar_mass_g_mol": 82.1,
  "lumo_ev": -0.563,
  "homo_ev": -9.6,
  "species": ["O", "O", "C", "C", "C", "C", "H", "H"],
  "positions_angstrom": [[1.982940, 0.386835, 1.200224], [-2.830494, -0.538776, -0.074326], [0.489303, 0.296659, 0.104930], [-0.486771, -0.439912, 0.079982], [-1.742028, -0.950777, -0.413951], [1.711877, 1.101598, 0.245006], [2.503351, 1.890831, 0.032481], [-1.628180, -1.746458, -1.174349]],
  "forces_ev_per_angstrom": [[3.010, 0.346, 2.093], [0.510, -0.252, -0.116], [-1.235, 1.818, -2.995], [0.518, 0.819, -0.222], [-0.304, 0.077, 0.178], [-0.600, -2.537, 2.034], [-1.840, -0.318, -1.066], [-0.058, 0.046, 0.094]]
}

***

{
  "formula": "C4H2O2",
  "method": "the ωB97M-V functional and the def2-TZVPD basis",
  "de_lowest_kj_mol": 835.0,
  "total_energy_ha": -303.69179,
  "gap_ha": [0.2773, 0.3005],
  "molar_mass_g_mol": 82.1,
  "lumo_ev": [-1.544, -1.249],
  "homo_ev": [-9.1, -9.4],
  "species": ["O", "O", "C", "C", "C", "C", "H", "H"],
  "positions_angstrom": [[-1.595153, 0.342814, 0.258486], [1.651346, -0.214465, -0.176354], [-0.758666, -0.692257, -0.011086], [-0.514498, 0.591899, -0.695854], [0.550922, -0.411882, 0.572326], [0.747626, 0.921226, 0.107832], [1.154255, 1.808804, 0.544155], [-1.235833, -2.346141, -0.599505]],
  "forces_ev_per_angstrom": [[-0.766, 0.799, 0.689], [0.815, -0.712, -0.975], [-0.749, -5.334, -2.468], [0.727, -0.404, -0.013], [-0.485, 1.024, 0.727], [-0.592, 0.151, 0.512], [-0.035, 0.253, 0.035], [1.085, 4.222, 1.492]]
}

***

{
  "formula": "C4H2O2",
  "method": "the ωB97M-V functional and the def2-TZVPD basis",
  "de_lowest_kj_mol": 373.4,
  "total_energy_ha": -303.79205,
  "gap_ha": [0.3046, 0.2401],
  "spin_multiplicity": 3,
  "molar_mass_g_mol": 82.1,
  "lumo_ev": [0.497, -3.700],
  "homo_ev": [-7.8, -10.2],
  "species": ["O", "O", "C", "C", "C", "C", "H", "H"],
  "positions_angstrom": [[1.092667, 1.735626, -1.870852], [-0.850188, -1.490022, 0.437916], [0.606009, 1.070957, -0.984232], [0.828457, 0.168746, 0.107873], [-0.613433, 0.780852, -0.184299], [-0.329110, -0.292881, 0.798772], [-0.301306, -1.940972, -0.247088], [-0.433095, -0.032308, 1.941909]],
  "forces_ev_per_angstrom": [[-0.833, -1.106, 1.602], [-0.172, -2.376, -0.003], [-0.606, -0.213, -0.060], [4.201, -0.241, 0.270], [-1.886, 2.671, -0.849], [-0.358, 0.926, 0.585], [-0.513, 0.771, 0.812], [0.167, -0.432, -2.358]]
}

***

{
  "formula": "C4H2O2Sn",
  "method": "the ωB97M-V functional and the def2-TZVPD basis",
  "de_lowest_kj_mol": 341.9,
  "total_energy_ha": -517.78521,
  "total_charge": 1,
  "gap_ha": [0.2223, 0.2746],
  "spin_multiplicity": 2,
  "molar_mass_g_mol": 200.8,
  "lumo_ev": [-5.907, -5.767],
  "homo_ev": [-12.0, -13.2],
  "species": ["Sn", "O", "O", "C", "C", "C", "C", "H", "H"],
  "positions_angstrom": [[-1.425800, 1.956422, -0.541486], [-0.314965, 0.253909, 1.756107], [-0.784126, 0.198218, 0.401517], [0.416472, -1.482421, -1.074421], [1.383740, -1.031430, -1.698128], [0.691035, -0.601164, 1.425763], [0.374569, -0.646171, 0.112140], [2.178636, -0.634922, -2.311694], [1.403203, -0.979146, 2.152009]],
  "forces_ev_per_angstrom": [[-0.540, 1.162, -0.590], [-0.950, 1.073, 1.375], [0.004, -0.778, -0.011], [1.456, 1.830, -0.154], [-0.046, -0.818, -1.136], [1.120, -0.640, -1.541], [-0.705, -1.637, 2.235], [-0.101, -0.319, 0.098], [-0.238, 0.128, -0.276]]
}

***

{
  "formula": "C4H2O2V",
  "method": "the ωB97M-V functional and the def2-TZVPD basis",
  "total_energy_ha": -1247.76984,
  "gap_ha": [0.2643, 0.2651],
  "spin_multiplicity": 4,
  "molar_mass_g_mol": 133.0,
  "lumo_ev": [-0.537, -0.702],
  "homo_ev": [-7.7, -7.9],
  "species": ["V", "O", "O", "C", "C", "C", "C", "H", "H"],
  "positions_angstrom": [[0.181957, 1.801524, 0.402831], [1.788487, 0.823901, 0.613460], [1.940118, -0.472030, 0.083706], [-0.419113, -0.836064, 0.298120], [-1.359656, 0.026560, 0.585979], [0.806494, -1.195689, -0.079508], [-1.633870, 1.026260, -0.268398], [-2.375359, 0.963852, -1.069290], [1.070944, -2.138318, -0.566901]],
  "forces_ev_per_angstrom": [[0.657, -0.489, 0.365], [-1.402, 0.374, -0.456], [1.236, 0.082, 0.135], [1.625, -1.074, 1.311], [0.916, 0.480, -3.108], [-1.716, -0.416, 0.346], [-0.965, 0.523, 0.703], [-0.189, 0.165, 0.539], [-0.161, 0.356, 0.165]]
}

***

{
  "formula": "C4H2O5S2",
  "method": "the ωB97M-V functional and the def2-TZVPD basis",
  "de_lowest_kj_mol": 271.1,
  "total_energy_ha": -1326.14793,
  "total_charge": -2,
  "gap_ha": 0.1917,
  "molar_mass_g_mol": 194.2,
  "lumo_ev": 5.636,
  "homo_ev": 0.4,
  "species": ["S", "S", "O", "O", "O", "O", "O", "C", "C", "C", "C", "H", "H"],
  "positions_angstrom": [[-1.273595, -1.832445, -0.645504], [1.451232, 1.474484, -1.802265], [-1.196318, 2.016973, -0.507658], [2.324702, -0.473414, 2.394521], [-2.632337, 0.302503, -0.653178], [0.092269, -0.630294, 2.857497], [0.717417, -0.192634, 0.258803], [1.177724, -0.532850, 2.480335], [-0.373990, -0.220850, -0.583362], [-1.491717, 0.798207, -0.566923], [0.964382, -0.232449, -1.220953], [-0.141600, -2.554882, -0.747132], [0.381831, 2.077650, -1.264181]],
  "forces_ev_per_angstrom": [[0.044, -0.466, 0.101], [0.560, -0.658, -0.226], [-0.090, 0.169, 0.272], [1.528, 0.086, -0.388], [-0.490, 0.191, 0.005], [-1.174, -0.055, 0.110], [0.206, 0.430, 0.752], [-0.307, -0.053, 0.388], [-0.330, -1.394, -0.557], [-0.218, 0.745, 0.009], [0.508, 0.340, -0.620], [0.110, 0.055, -0.017], [-0.347, 0.608, 0.172]]
}